Record 1
A 4-piece molecular cluster, C29H65F5O3PSi6 overall. Source: OMol25; level of theory: ωB97M-V with the def2-TZVPD basis set.

Structure (XYZ):
```
109
Properties=species:S:1:pos:R:3:forces:R:3
P -5.05368 -3.85874 -3.81039 -0.08 0.81 1.77
Si 3.43534 0.61996 -6.56118 0.10 0.33 0.11
Si 0.93823 -0.81781 -7.69750 -0.71 -0.07 -0.09
Si -1.71539 -1.20441 4.45357 -0.28 -0.12 -0.62
Si 1.66456 3.44521 4.70333 -0.28 -0.51 -0.19
Si -1.55555 -1.44393 7.54000 -0.16 -0.15 0.33
Si 4.00571 5.47291 4.71728 0.39 0.11 -0.16
F -2.52753 -1.48773 0.73163 0.25 0.26 0.25
F -2.62005 -3.27596 -5.89456 0.65 0.07 -0.13
F -2.89068 -1.08757 -5.76052 0.49 -0.17 -0.29
F -1.76159 0.39110 -0.09845 -0.11 0.13 0.44
F -3.78826 -0.28027 -0.51084 -0.01 0.34 -0.01
O -1.16429 -1.01539 6.00276 0.06 0.04 0.04
O 2.38693 -0.58765 -6.92707 0.13 -0.04 -0.07
O 2.53270 4.81179 5.03266 -0.01 0.04 0.06
C -1.05812 -2.82953 -3.72244 0.17 0.04 -0.12
C -0.32792 -2.74939 -2.56757 1.49 -0.87 -0.24
C -0.78664 -2.07235 -1.47864 0.60 0.11 0.88
C 4.07173 1.43311 -8.12648 -0.09 -0.13 0.03
C -1.76925 -3.01705 3.99375 0.08 0.07 0.24
C 1.07201 -0.29871 -9.49703 0.25 0.03 0.15
C -1.99223 -1.43094 -1.56443 -0.95 0.66 0.84
C 0.44689 -2.61548 -7.64154 0.41 0.03 0.03
C 4.24892 5.68068 2.87250 -0.15 -0.07 0.12
C 4.89779 -0.05013 -5.60966 -0.14 -0.18 -0.08
C -4.54492 -2.35021 -4.72396 -0.03 -1.44 -1.06
C -2.74706 -1.47071 -2.70738 -0.17 0.44 0.37
C -6.48361 -4.65568 -4.69722 0.91 0.14 -0.24
C 5.37147 4.37416 5.37779 -0.19 -0.02 0.01
C -0.59130 -0.32034 3.25872 0.19 0.03 0.37
C -0.30696 -0.75541 8.74756 0.05 0.07 -0.25
C 4.15474 7.15045 5.52537 -0.24 -0.12 0.06
C 1.43230 3.25087 2.85705 0.15 0.19 0.14
C -3.24639 -0.77952 7.99527 0.10 0.00 -0.15
C -0.01911 3.52927 5.50581 0.17 0.26 0.07
C -2.25866 -2.18019 -3.77122 -0.66 -0.55 -2.08
C -3.73321 -5.17782 -3.73526 -0.26 -0.14 -0.56
C 2.59511 1.92399 -5.51345 -0.01 -0.14 -0.08
C -0.40227 0.19024 -6.88342 0.44 0.17 -0.07
C -3.10507 -2.27158 -5.03364 -2.10 0.90 1.17
C -2.52708 -0.68643 -0.36604 0.13 -0.83 -0.67
C -1.57950 -3.30899 7.71338 0.01 0.13 -0.13
C -3.43981 -0.49857 4.28249 0.13 0.02 0.24
C 2.55272 1.93328 5.36071 0.08 0.22 -0.01
H -2.50165 -3.55413 4.60086 0.01 -0.05 -0.03
H 1.25248 0.77552 -9.58145 0.00 0.00 -0.06
H 1.89275 -0.82258 -9.99318 -0.02 0.02 -0.06
H 4.27697 4.71163 2.37040 0.01 0.03 -0.05
H -0.57335 -1.04499 9.76627 -0.01 -0.01 0.00
H 5.43538 -0.80047 -6.19342 0.02 -0.01 0.04
H 4.83732 2.17517 -7.88867 0.00 0.00 0.00
H 0.42563 -0.71780 3.31156 0.02 0.05 -0.01
H -0.62773 -3.73876 7.39440 -0.01 -0.05 0.01
H 2.38937 3.08423 2.35776 -0.03 -0.01 -0.05
H -0.46281 -0.03752 -5.81831 -0.12 0.00 -0.01
H -2.04648 -3.13359 2.94444 -0.01 0.03 0.00
H -0.20863 1.26136 -6.99407 -0.02 0.01 0.02
H -5.04924 -2.40889 -5.70589 0.02 0.16 0.07
H -0.71325 -3.39026 -4.57665 0.01 -0.06 -0.03
H -3.30119 -5.47830 -4.69667 0.02 -0.08 0.07
H -3.76652 -0.54544 3.24201 0.02 -0.02 -0.01
H 4.57657 -0.51066 -4.67335 0.03 -0.01 0.00
H 2.76399 2.04100 6.42707 0.01 -0.06 0.01
H -7.36410 -4.06789 -4.44728 -0.08 -0.04 -0.16
H -2.37271 -3.74658 7.10387 0.02 -0.05 0.01
H -3.69666 -0.96332 -2.76060 -0.14 -0.14 -0.25
H 0.33213 -2.95722 -6.61201 -0.05 -0.02 -0.03
H -1.37040 -0.02903 -7.33221 -0.03 -0.04 0.07
H 2.15417 1.47492 -4.62106 -0.02 0.04 0.01
H -3.46418 0.54547 4.60473 -0.05 0.00 -0.02
H -0.58282 2.62060 5.28327 0.02 -0.02 -0.01
H -3.46981 -0.98599 9.04423 0.00 0.00 0.00
H 0.69469 -1.13536 8.53592 0.01 0.03 0.02
H 4.04242 7.07540 6.60898 0.00 0.04 0.00
H -1.75504 -3.59335 8.75324 0.00 -0.01 0.00
H -0.50705 -2.75682 -8.15195 -0.04 0.03 0.06
H 0.14548 -0.52959 -10.02585 -0.01 -0.01 0.02
H -3.29120 0.30069 7.84042 -0.04 0.00 0.02
H -0.55483 0.74870 3.48124 0.03 0.00 -0.03
H 5.39278 3.41814 4.85074 0.04 -0.01 0.03
H 5.22558 4.17233 6.44129 0.04 -0.02 0.00
H 3.26338 1.93763 -8.65960 0.03 0.01 -0.03
H 4.50989 0.69073 -8.79744 0.01 0.03 -0.03
H 0.78536 2.39984 2.63901 0.01 -0.01 -0.02
H 1.19479 -3.24498 -8.13137 -0.02 -0.03 0.02
H 1.93810 1.04154 5.21895 -0.02 0.01 0.00
H 5.13520 7.58173 5.31338 0.01 -0.01 -0.01
H 0.97734 4.14643 2.42797 -0.01 -0.03 -0.05
H -4.15461 -1.05794 4.89039 -0.05 0.03 -0.02
H -4.17864 -6.03440 -3.21986 -0.05 -0.05 -0.17
H 5.18810 6.19828 2.66620 0.00 0.00 -0.01
H 3.50006 1.77910 4.83908 0.01 -0.05 0.03
H -0.95325 -0.44494 2.23957 -0.04 0.00 0.01
H -0.27613 0.33526 8.70030 0.03 0.00 0.02
H 3.31380 2.68358 -5.19689 0.00 0.01 0.00
H -6.58054 -5.65585 -4.27106 -0.12 0.02 -0.01
H 0.63585 -3.24698 -2.54933 0.01 0.00 0.24
H -0.79373 -3.48515 4.14626 -0.02 -0.04 -0.03
H 3.43335 6.26372 2.43933 0.02 0.00 -0.04
H 1.79898 2.41976 -6.07211 -0.02 0.02 0.04
H 6.34400 4.85423 5.24986 0.00 0.00 0.00
H -0.58886 4.38381 5.13467 -0.03 -0.01 0.03
H -4.02451 -1.24259 7.38515 -0.03 0.03 0.02
H -6.34406 -4.73048 -5.78164 -0.15 0.01 0.01
H -2.94035 -4.82960 -3.07494 0.05 0.16 -0.09
H 5.59229 0.75852 -5.37168 -0.01 0.01 0.00
H 0.06606 3.62037 6.59094 -0.04 0.00 0.00
H -0.20323 -2.04238 -0.56628 -0.02 0.03 0.02
H 3.39231 7.83560 5.14930 0.01 0.02 0.03
```
Forces are in eV/Å.

The total charge is -1. Its LUMO energy is 0.0696 Eh. The calculation puts the orbital gap at 4.46 eV. The energy above the lowest of the compared OMol25 structures with the same formula, charge and spin comes out at 61.00 kJ/mol. The HOMO energy is -2.57 eV. The multiplicity is 1.


Record 2
A 9-piece molecular cluster, C18H54O9 overall. Source: OMol25; level of theory: ωB97M-V with the def2-TZVPD basis set.

Structure (XYZ):
```
81
Properties=species:S:1:pos:R:3:forces:R:3
O -1.92040 3.58835 4.12998 3.93 -3.30 -5.84
O -2.29832 2.60331 -1.79206 0.30 0.81 1.36
O -1.12805 -4.23604 -1.12486 2.06 2.00 1.07
O 3.36216 0.80532 2.48284 -1.78 0.45 -3.11
O 0.72474 0.75288 1.10774 0.28 0.27 -1.72
O 0.33608 2.76275 -0.71357 -0.35 2.30 -2.16
O 0.81672 -4.45490 0.89784 -2.16 -1.88 0.80
O -3.76534 2.79019 2.31529 -1.91 -2.84 -2.19
O 1.93437 -2.83801 -4.93446 0.95 12.89 -1.54
C 3.02359 -3.93906 1.20604 -0.11 -3.35 4.92
C -0.41180 -0.86700 -0.16648 -2.38 3.25 -1.52
C 2.06566 -4.34528 0.27668 -3.19 -2.28 0.54
C 4.34180 0.90732 1.38629 5.23 -6.08 9.07
C 4.75447 -0.49116 0.94028 -5.03 -2.25 2.24
C -3.19933 1.47597 2.16191 -0.06 -1.15 3.02
C 0.57069 -0.87776 -4.40212 1.05 0.33 -1.92
C -0.86891 4.45622 3.90167 -4.58 3.19 -6.66
C -2.36520 -4.24629 0.90665 -1.38 1.97 -2.23
C -4.24768 0.45915 1.64336 -2.52 1.81 -0.03
C 1.18539 -2.21623 -3.92429 -6.00 -0.79 -2.61
C 0.75416 -0.62370 0.73992 0.60 1.68 -7.66
C -3.68056 1.51088 -3.23436 3.91 2.96 -0.83
C 1.26063 3.92315 -0.88523 -1.93 -2.84 0.53
C 2.41010 3.56211 -1.68892 2.25 0.78 0.28
C -2.82713 1.31920 -2.00505 1.20 0.39 -0.27
C -2.43807 -4.03287 -0.61212 -1.69 -1.26 -0.49
C -0.00813 4.09469 2.78733 2.39 -2.96 -2.17
H -3.22473 -4.74829 1.25234 -2.04 0.43 0.43
H 1.67244 -1.98510 -3.07978 2.29 0.29 3.18
H 2.13375 3.31579 -2.70165 -0.08 -0.44 -0.21
H 2.44223 -5.15360 -0.31206 -0.02 -1.70 0.09
H -1.40560 -0.66498 0.32473 0.94 -0.72 0.14
H 0.94673 4.67178 2.69019 -0.95 -0.02 0.59
H 1.46351 4.20062 0.09064 0.97 0.85 1.91
H 5.64362 -0.54378 0.60226 6.28 0.70 -3.97
H 3.80478 -3.94440 0.59761 4.68 0.31 -1.64
H 2.82435 2.72098 -1.11136 0.92 0.22 -0.93
H 1.56541 0.77755 1.50393 1.93 1.20 1.70
H 1.86773 -3.63699 -4.80980 -0.76 -13.16 1.73
H -2.67225 1.21612 3.21084 -1.63 0.02 -1.82
H 3.78043 0.67774 3.27421 1.63 -0.64 3.06
H 3.05639 4.52341 -1.76396 -0.45 -1.86 0.29
H -0.43511 -1.74956 -0.71678 0.08 -2.05 -0.33
H -2.50742 3.82306 4.71360 -4.70 2.48 5.13
H -0.38551 4.49236 4.68083 5.33 0.73 8.15
H -0.13750 -0.51021 -3.61222 1.04 0.14 -0.69
H 3.08199 -4.85355 2.02064 0.26 2.32 -1.86
H -3.85900 -0.37334 1.11185 0.79 -1.12 0.22
H 0.85075 4.73847 -1.37525 -2.15 1.31 -0.68
H 1.65027 -1.20383 0.34308 -0.40 1.68 0.52
H -0.05315 -0.98453 -5.39977 1.39 0.10 1.98
H -3.02438 -3.02323 -0.74615 1.49 -1.79 -0.83
H -1.06623 -4.53447 -2.01861 -0.54 -0.08 -0.81
H 0.07734 -4.65077 0.25747 1.34 0.49 0.62
H -1.99192 0.57012 -2.08017 -0.53 0.62 -1.01
H 1.54467 -0.20992 -4.63410 -2.63 -0.88 0.61
H 0.17824 -2.87355 -3.60969 2.66 1.10 -0.68
H 4.06704 -1.12777 0.26420 0.80 1.54 1.04
H -0.47635 4.18796 1.78581 0.00 -0.32 0.62
H -2.89055 2.01366 -3.95129 -1.81 -1.10 0.79
H -5.17572 0.17587 2.27670 2.04 0.31 -0.35
H -2.24038 -3.22062 1.31250 0.78 -1.40 0.73
H -1.37357 2.71308 -1.46385 -0.68 -0.90 0.14
H -2.31656 1.38468 1.55944 0.30 0.67 -1.15
H -3.08824 3.24969 2.71690 2.24 1.90 1.52
H -3.43027 0.75967 -1.29361 -0.39 0.99 1.39
H 0.55093 2.11507 -0.04539 0.69 -0.29 0.82
H 1.77596 -3.73761 -0.42984 -0.05 4.44 -4.24
H -0.58506 -0.10817 -1.01466 1.23 -0.59 1.13
H -3.75942 0.52771 -3.44592 -1.80 -3.10 -2.00
H -1.15809 5.53254 3.61412 -0.41 -1.20 0.84
H -1.80680 -5.10748 0.95308 3.02 -1.09 1.21
H 5.17439 1.45839 1.87408 -0.29 0.04 -1.35
H 0.37999 3.00509 2.92480 -0.79 1.55 -0.47
H 0.46078 -0.96847 1.53984 -2.08 -4.87 8.17
H 3.77282 1.29594 0.79854 -5.31 5.31 -7.70
H -4.79256 0.94601 0.79169 0.56 0.20 0.56
H 5.11049 -1.23478 1.71844 -1.57 0.95 0.51
H -4.50514 2.21764 -3.17500 -0.23 -0.64 0.40
H 2.90374 -3.05417 1.72998 -0.50 1.80 0.82
H -2.80091 -4.95102 -1.14372 -1.93 1.17 0.85
```
Forces are in eV/Å.

The total charge is 0. Its LUMO energy is 0.0115 Eh. As for the SMILES: CCO.CCO.CCO.CCO.CCO.CCO.CCO.CCO.CCO. The calculation puts the orbital gap at 9.33 eV. The energy above the lowest of the compared OMol25 structures with the same formula, charge and spin comes out at 1443.78 kJ/mol. The HOMO energy is -9.02 eV. The multiplicity is 1.


Record 3
A 2-piece molecular cluster, C3H6O3 overall. Source: OMol25; level of theory: ωB97M-V with the def2-TZVPD basis set.

Structure (XYZ):
```
12
Properties=species:S:1:pos:R:3:forces:R:3
O 1.13408 1.59813 -0.85370 0.53 -0.59 -0.36
O 0.72384 -0.41684 -1.93841 0.78 0.74 -0.83
O -1.14652 1.20387 0.77346 0.09 0.23 -0.13
C 0.41117 -0.73492 0.51279 1.50 0.37 0.06
C 1.02623 0.48969 -1.25334 -1.41 0.94 -1.95
C -1.05356 -0.14716 0.41987 0.56 -0.40 -0.06
H 0.37310 -1.79016 0.21306 0.30 0.29 0.36
H -1.64129 -0.69271 1.18173 0.47 0.07 -0.25
H -0.58052 1.69326 0.16093 -0.17 0.16 0.24
H 0.78010 -0.52378 1.49786 -0.23 -0.53 0.95
H 1.51485 -0.31399 -0.01730 -2.93 -1.35 1.83
H -1.55706 -0.35798 -0.54174 0.50 0.07 0.15
```
Forces are in eV/Å.

The total charge is 0. Its LUMO energy is 0.0197 Eh. As for the SMILES: O=C=O.CCO. The calculation puts the orbital gap at 11.17 eV. The energy above the lowest of the compared OMol25 structures with the same formula, charge and spin comes out at 223.80 kJ/mol. The HOMO energy is -10.64 eV. The multiplicity is 1.